Density functional theory data (wB97M-V/def2-TZVPD) for an isolated molecule of C3H5N3.

ORCA input file:
```
! wB97M-V def2-TZVPD RIJCOSX def2/J DEFGRID3
* xyz 0 1
C 0.43002 -0.91797 1.33796
C 0.12640 -0.12192 0.10931
C -1.12185 0.11383 -0.49736
N -0.95848 0.93525 -1.52523
N 0.34234 1.15082 -1.52710
N 1.04262 0.56572 -0.56730
H -0.37946 -0.78456 2.06254
H 0.51715 -1.98953 1.12910
H 1.36247 -0.58223 1.79801
H -2.10232 -0.24118 -0.21286
H 0.74111 1.87177 -2.10705
*
```

Output
highest occupied orbital energy	-9.80	eV
SMILES string	Cc1cn[nH]n1


Density functional theory data (wB97M-V/def2-TZVPD) for a structure of composition C16H20ClF5O6PSSn in a non-equilibrium geometry.

ORCA input file:
```
! wB97M-V def2-TZVPD RIJCOSX def2/J DEFGRID3
* xyz -1 1
Sn -0.98779 1.36289 -0.49669
F 0.07537 4.52117 6.00793
C 0.04981 4.30559 4.68081
C -0.81970 3.37246 4.13131
F -1.64964 2.68809 4.93478
C -0.83843 3.17477 2.76336
F -1.71994 2.27466 2.26444
C -0.00754 3.87367 1.87550
S -0.03955 3.68116 0.15943
C 0.85906 4.81171 2.46851
F 1.68718 5.52689 1.69865
C 0.89173 5.02073 3.83433
F 1.73688 5.92341 4.35787
Cl -0.04878 3.22360 -5.31457
C -0.68662 1.63717 -4.87927
C -1.00820 1.53534 -3.38418
O -1.89671 0.75201 -3.04578
O -0.31227 2.21237 -2.59164
H 0.08559 0.89746 -5.10280
H -1.57439 1.43911 -5.47978
C -1.31880 -1.24763 2.56730
C -1.24080 -2.27729 1.44370
C -0.53186 -3.53802 1.93359
C -2.65030 -2.61793 0.94515
O -0.56760 -1.69719 0.33432
P 0.98618 -1.18193 0.43098
O 1.64416 -1.47096 1.70723
O 0.87973 0.28779 0.00686
O 1.72192 -2.01422 -0.71858
C 1.63833 -1.86113 -2.13218
C 2.47713 -3.01735 -2.70004
C 0.19149 -1.97934 -2.60414
C 2.25026 -0.53003 -2.57082
H -1.91897 -1.61242 3.39641
H -1.76417 -0.33292 2.17950
H -0.31430 -1.02158 2.91071
H -1.03147 -3.90718 2.82557
H 0.50005 -3.29209 2.15958
H -0.54520 -4.31352 1.17189
H -3.25425 -2.97479 1.77686
H -2.59938 -3.39155 0.18123
H -3.10747 -1.72390 0.51975
H 2.05274 -3.96874 -2.39015
H 3.49113 -2.94919 -2.31335
H 2.49801 -2.97043 -3.78648
H -0.23695 -2.90591 -2.23190
H 0.14771 -1.96871 -3.69275
H -0.40743 -1.15559 -2.21762
H 3.25655 -0.43795 -2.16828
H 1.66747 0.30161 -2.18925
H 2.29005 -0.46417 -3.65731
*
```

Output
highest occupied orbital energy	-5.58	eV


Density functional theory data (wB97M-V/def2-TZVPD) for a structure of composition C3H6N4O in a non-equilibrium geometry.

ORCA input file:
```
! wB97M-V def2-TZVPD RIJCOSX def2/J DEFGRID3
* xyz 0 1
C 0.54269 -1.48905 -0.06714
C -0.92205 -1.58964 0.11296
C -1.61370 -0.42028 -0.01201
H 2.15326 0.64249 -1.11919
H 2.29532 0.96341 0.64727
H 1.47638 -2.20361 -0.29833
H -1.47416 -2.52872 0.22957
H 0.14239 2.23361 -0.34740
H -1.23391 2.05410 1.22643
N 1.96239 0.21559 -0.02852
N 0.62190 -0.19609 0.17219
N -0.54401 0.46047 -0.41525
N -0.68165 1.84872 0.03688
O -2.72484 0.00901 -0.13745
*
```

Output
highest occupied orbital energy	-8.36	eV


Density functional theory data (wB97M-V/def2-TZVPD) for an isolated molecule of C6H8F4 in a non-equilibrium geometry.

ORCA input file:
```
! wB97M-V def2-TZVPD RIJCOSX def2/J DEFGRID3
* xyz 0 3
C 0.69308 -0.44485 1.22732
C 1.29334 0.89147 1.11015
C -0.58761 -0.35160 0.26618
C -0.19008 0.07950 -1.08035
C -1.69160 0.49903 0.88145
C 0.76438 -0.66312 -1.86714
F 1.57678 -1.36452 0.83289
F 0.72363 1.83673 1.86065
F -1.12251 -1.76321 0.18657
F -0.88901 0.97007 -1.78749
H 0.25266 -0.51091 2.20940
H 2.24035 1.19888 0.66795
H -1.43789 0.64368 1.89062
H -2.63745 -0.01022 0.93016
H -1.68323 1.50267 0.23055
H 0.55143 -1.77872 -1.65391
H 1.80882 -0.68554 -1.39656
H 0.75119 -0.39332 -2.92173
*
```

Output
highest occupied orbital energy (alpha / beta)	-7.63 / -11.74	eV